# 1
# C36H50BaCl4F6NO22S2

A molecular structure, C36H50BaCl4F6NO22S2 in a non-equilibrium geometry (wB97M-V/def2-TZVPD, the Open Molecules 2025 dataset).

As for the net charge: +1. The value obtained for the HOMO energy is -10.90 eV. Its energy is -6373.04876 Ha. The calculation puts the gap between HOMO and LUMO at 6.00 eV. As for the largest force on an atom: 3.97 eV Å⁻¹.

XYZ file:
```
122
Properties=species:S:1:pos:R:3:lowdin_charge:R:1
C -6.367 -25.128 29.372 -0.326
C -0.750 -23.235 41.699 -0.199
O -9.489 -29.488 38.865 -0.212
H -5.976 -15.876 38.916 0.126
C -11.356 -25.125 43.315 -0.233
C -3.845 -14.131 30.874 -0.643
Ba -8.614 -20.086 36.724 1.765
H -5.710 -31.814 40.100 0.092
H -8.328 -23.546 42.967 0.143
H -3.646 -15.196 30.993 0.071
H -5.606 -17.521 40.861 0.091
C -9.589 -18.681 32.780 -0.052
H -8.287 -15.189 38.299 0.090
H -11.207 -24.419 34.341 0.095
O -0.153 -21.825 45.515 0.089
H -10.312 -20.971 31.628 0.138
H -5.732 -15.624 36.445 0.132
C -5.746 -18.281 40.091 -0.063
H -12.145 -23.240 35.305 0.090
S -5.463 -23.368 36.274 0.660
H -13.052 -24.821 41.781 0.137
C -9.939 -24.694 43.474 -0.225
H -1.851 -23.672 40.145 0.103
H -5.857 -17.391 36.352 0.117
C -5.735 -30.908 39.495 -0.089
C -3.054 -13.669 29.662 -0.689
F -4.602 -21.714 32.616 0.076
H -4.845 -18.893 40.076 0.099
O -11.968 -25.875 44.108 0.110
F -2.914 -20.212 33.050 0.115
H -10.258 -23.143 32.604 0.137
H -6.886 -29.520 37.683 0.125
O -8.164 -26.477 29.921 0.134
H -4.496 -24.196 28.825 0.131
H -11.624 -22.350 39.950 0.080
C -8.272 -15.344 37.220 -0.086
F -5.009 -25.808 35.065 0.180
O -2.773 -26.071 29.162 0.112
H -0.261 -21.182 28.690 0.064
H -10.964 -28.147 38.614 0.079
O -6.715 -23.501 37.021 -0.383
O -9.285 -25.143 44.568 0.117
H -8.337 -27.415 29.812 0.127
C -4.127 -20.696 33.427 -0.570
F -6.962 -24.810 34.637 0.115
O -3.467 -20.487 36.111 -0.312
F -5.086 -24.173 33.644 0.110
C -5.634 -24.695 34.763 -0.599
C 0.780 -22.341 30.305 -0.674
H -4.515 -16.846 38.313 0.145
H -10.093 -17.939 33.398 0.081
C -5.597 -16.712 38.328 -0.197
O -7.055 -30.368 39.487 -0.161
H -6.585 -18.771 40.586 0.081
H -8.678 -27.822 38.184 0.118
O -7.615 -16.530 36.765 -0.257
H -8.438 -28.195 39.937 0.116
H -6.214 -28.627 39.037 0.124
Cl -3.256 -13.280 32.335 0.534
H 1.268 -23.771 41.645 0.143
H -1.995 -13.660 29.919 0.060
C -6.863 -26.427 29.871 -0.288
H -2.441 -21.605 44.186 0.133
H -10.079 -18.649 31.807 0.100
H -9.853 -25.749 45.049 0.115
H -0.192 -22.719 30.623 0.051
C -0.473 -22.444 44.328 -0.186
C -7.051 -29.253 38.727 -0.263
C -8.416 -28.583 38.919 -0.198
O -7.134 -24.213 29.123 0.123
H -4.905 -30.263 39.783 0.089
C 0.698 -22.964 43.620 -0.285
S -3.947 -21.510 35.202 0.564
Cl -3.474 -12.123 28.833 0.527
O -6.271 -17.866 38.783 -0.235
C -9.792 -21.109 32.576 -0.176
H -5.563 -31.236 38.470 0.088
C -4.929 -25.133 29.147 0.065
F -4.956 -19.650 33.407 0.106
O 1.854 -23.054 44.114 0.092
H -7.766 -14.505 36.742 0.097
O -3.152 -22.752 41.948 0.064
H 0.793 -21.874 45.675 0.104
H -8.527 -18.452 32.861 0.089
C -9.946 -23.288 41.456 -0.301
C -11.147 -23.606 35.064 -0.078
C 0.445 -23.415 42.246 0.072
C -9.320 -23.836 42.654 0.069
C -1.968 -22.746 42.412 -0.284
C -4.080 -26.147 29.417 -0.204
H -11.616 -22.152 33.197 0.131
H -9.310 -15.412 36.895 0.088
H 0.255 -20.261 30.107 0.045
C -11.387 -23.716 41.280 -0.201
H -8.710 -21.220 32.494 0.139
H -6.540 -28.400 30.480 0.137
O -12.076 -23.164 40.185 0.047
C -6.166 -16.509 36.912 -0.169
H 1.233 -23.069 29.633 0.073
O -4.265 -23.754 37.010 -0.303
O -3.054 -22.663 34.997 -0.307
C -10.532 -22.272 33.198 -0.191
H -10.793 -24.084 35.977 0.089
O -9.349 -22.427 40.803 0.063
C -6.100 -27.479 30.127 0.051
C -10.761 -28.986 39.280 -0.080
O -9.824 -19.967 33.430 -0.284
O -10.265 -22.570 34.571 -0.245
Cl 2.056 -20.442 28.560 0.473
C -4.667 -27.497 29.922 -0.297
Cl 1.502 -21.990 31.867 0.567
H -3.014 -14.460 28.914 0.069
H -4.875 -13.925 30.585 0.071
O -0.942 -23.770 40.435 0.083
C -1.688 -22.233 43.733 0.071
H -10.593 -28.794 40.340 0.086
N -5.468 -21.871 35.439 -0.360
O -3.987 -28.460 30.241 0.112
H -11.560 -29.720 39.177 0.088
H -2.222 -26.777 29.507 0.124
C -12.036 -24.574 42.052 0.095
C 0.541 -21.054 29.417 -0.596
```

# 2
# C36H50Br2F5N7O2Si3

A molecular structure, C36H50Br2F5N7O2Si3 in a non-equilibrium geometry (wB97M-V/def2-TZVPD, the Open Molecules 2025 dataset).

The value obtained for the HOMO energy is -8.25 eV. The calculation puts the relative energy (zero: lowest compared OMol25 entry of this formula, charge and spin) at 22.4 kcal per mole. Its energy is -8451.46652 Ha. The calculation puts the gap between HOMO and LUMO at 7.90 eV. As for the largest force on an atom: 2.41 eV Å⁻¹.

XYZ file:
```
105
Properties=species:S:1:pos:R:3:lowdin_charge:R:1
H 1.336 -4.941 -1.983 0.032
H -0.652 7.987 5.005 0.099
F -4.830 -1.627 -4.019 0.089
H -5.017 -6.331 0.863 0.106
H 3.858 -9.810 0.323 0.090
C -2.868 10.074 3.867 -0.142
H -3.168 -4.740 1.443 0.033
H -2.292 4.085 -4.023 0.096
C -2.501 10.361 -2.883 -0.112
H -0.407 1.486 -0.129 0.057
H -3.181 4.719 0.019 0.143
H 8.712 -8.742 2.820 0.093
C -3.494 -1.440 -3.897 -0.433
C 9.989 -8.167 1.070 -0.112
C 5.468 -8.269 0.557 -0.106
C -1.676 9.820 5.756 -0.113
H -3.522 10.372 3.066 0.104
H 2.773 -1.363 0.723 0.026
F -3.374 -2.590 -5.977 0.157
H 9.537 -5.024 1.090 0.140
H 10.393 -9.100 0.716 0.089
N -2.071 8.969 3.752 0.006
N 4.048 -6.649 1.061 -0.001
C -1.343 8.806 4.898 -0.147
H -1.256 -5.785 2.657 0.101
C -2.767 9.172 -4.772 -0.141
C 8.851 -6.640 2.263 -0.158
Br -1.841 1.021 2.202 0.798
O -1.562 -2.282 -1.960 -0.323
H -4.673 -1.294 -0.752 0.066
Br -2.788 -2.188 2.144 0.727
H 8.238 -6.083 2.950 0.105
C -2.619 3.926 -3.009 -0.078
C -2.928 9.106 -2.542 -0.152
Si -2.935 -1.396 -2.037 0.472
H -0.481 0.054 -1.114 0.047
H -0.768 6.517 -0.768 0.087
H 10.840 -6.637 -0.309 0.104
C 3.294 -7.772 0.853 -0.148
H -1.158 3.538 2.145 0.041
C -3.143 2.726 -2.460 -0.101
C -0.677 5.585 2.390 -0.135
H -2.026 8.368 2.949 0.111
H -2.830 8.788 -5.775 0.105
C -0.541 6.584 1.461 -0.110
C -2.400 10.403 -4.300 -0.112
H 3.686 -5.749 1.308 0.123
H 1.484 -5.341 -0.251 0.014
H -4.280 -8.762 1.799 0.088
H -3.124 11.508 5.490 0.088
H 6.133 -6.191 0.997 0.094
H 1.344 -0.917 -2.191 0.010
H -3.297 1.798 -2.979 0.061
H -3.134 8.665 -1.582 0.100
H -1.311 3.902 -0.317 0.099
Si -0.955 -2.702 -0.446 0.474
C -0.792 6.013 0.183 -0.096
C 5.373 -6.944 0.880 -0.142
C -2.646 10.626 5.100 -0.114
H 2.894 -1.738 -2.254 0.033
N 9.539 -6.010 1.261 0.001
H 1.451 -2.424 -3.051 0.030
H -2.607 0.001 -1.730 0.041
H -0.284 7.609 1.669 0.090
C -1.554 -1.479 0.858 -0.818
H -2.266 5.883 -1.995 0.088
H -2.288 11.161 -2.194 0.089
N -3.085 8.389 -3.697 0.001
H -3.388 7.434 -3.747 0.131
C -2.594 4.857 -2.004 -0.157
H 6.383 -8.801 0.357 0.089
C -1.194 -0.196 0.902 -0.828
H -3.827 2.333 -0.370 0.102
H 2.222 -7.747 0.945 0.103
F -3.192 -0.236 -4.480 0.054
H -1.271 9.968 6.742 0.088
C 9.110 -7.980 2.172 -0.115
O -4.146 -2.006 -1.116 -0.114
C 1.824 -1.890 -2.184 -0.200
N -0.997 4.437 1.724 0.024
H 0.761 0.238 0.153 0.084
H -1.849 -8.411 2.957 0.088
C 2.236 -2.288 0.896 -0.199
H 2.891 -4.708 -1.144 0.032
H 1.517 -2.096 1.690 0.018
N -3.147 -5.717 1.678 -0.009
N -3.084 4.267 -0.871 -0.051
C -4.125 -6.626 1.388 -0.139
C 10.235 -6.934 0.529 -0.142
C -3.725 -7.843 1.871 -0.113
C -2.797 -2.510 -4.758 -0.560
C -1.069 4.686 0.381 -0.172
C -0.275 0.411 -0.113 -0.135
Si 1.341 -2.897 -0.657 0.479
H -1.504 -4.022 -0.064 -0.006
C 4.147 -8.796 0.540 -0.107
C -3.421 2.969 -1.140 -0.140
C 1.813 -4.683 -1.046 -0.205
H -0.573 5.595 3.462 0.104
H -2.093 11.241 -4.902 0.089
F -1.494 -2.204 -4.917 0.152
F -2.896 -3.715 -4.163 0.153
H 2.930 -3.027 1.279 0.014
C -2.452 -7.660 2.476 -0.114
C -2.124 -6.336 2.340 -0.154
```

# 3
# C36H50CuFN6O3PS

A molecular structure, C36H50CuFN6O3PS in a non-equilibrium geometry (wB97M-V/def2-TZVPD, the Open Molecules 2025 dataset).

As for the net charge: -1. The value obtained for the HOMO energy is -2.38 eV. The calculation puts the relative energy (zero: lowest compared OMol25 entry of this formula, charge and spin) at 0.0 kcal per mole. Its energy is -4435.91758 Ha. The calculation puts the gap between HOMO and LUMO at 4.42 eV. As for the largest force on an atom: 4.59 eV Å⁻¹.

XYZ file:
```
99
Properties=species:S:1:pos:R:3:lowdin_charge:R:1
H -4.281 -2.083 0.551 0.074
C -1.236 -6.811 -2.514 -0.191
H -2.473 -2.030 4.288 0.042
H 0.565 0.635 4.434 0.070
C 0.303 4.109 -1.665 -0.593
H 2.064 0.074 3.585 0.068
H 1.113 1.474 2.831 0.081
H -3.802 -0.365 0.495 0.025
C 1.596 3.330 -1.749 -0.018
C 4.531 -0.407 -2.365 -0.235
H 1.394 -7.199 -0.323 0.131
C -5.985 3.088 -1.553 -0.194
O 0.768 1.176 -1.353 -0.059
H -0.767 -6.960 -3.490 0.120
H 2.374 -0.587 -2.040 0.121
C 0.852 -6.844 -1.249 -0.208
C -3.016 0.428 -2.358 -0.112
Cu -0.954 1.762 -0.635 0.190
H 4.758 5.365 -0.941 0.149
C 5.488 5.452 -2.942 -0.041
C -2.123 -2.760 1.441 -0.135
C -3.797 1.677 2.542 -0.091
H -6.420 0.519 -2.409 0.120
C 0.207 -0.631 2.640 -0.547
H -0.694 2.544 3.608 0.047
H 7.212 4.533 -1.060 0.115
C -4.005 -1.177 1.160 -0.086
H -2.039 -4.814 -2.756 0.129
H -4.547 0.954 2.953 0.067
H 2.642 5.179 -2.150 0.126
H -2.900 -3.341 0.920 0.056
N -1.496 0.403 0.580 -0.272
H -1.485 -2.375 0.569 0.044
C 5.122 4.611 -1.672 -0.287
H 7.444 2.011 -1.354 0.116
C -0.505 -7.513 -1.386 -0.172
C 1.049 0.511 3.416 -0.093
H -2.247 -7.168 -2.560 0.108
H -4.861 -0.972 1.801 0.055
H -2.033 1.918 5.122 0.069
H -1.080 2.581 1.760 0.055
H -1.716 0.226 4.905 0.055
N -1.288 -5.366 -2.337 -0.015
H -2.031 3.524 2.992 0.060
H -0.314 -8.554 -1.652 0.110
N -2.740 1.456 -1.594 0.023
C -2.422 1.038 4.588 -0.098
H 1.510 -7.093 -2.080 0.108
C 0.170 -1.846 3.692 -0.081
H -3.838 1.797 1.459 0.051
H 0.892 -0.147 0.643 0.047
H 0.464 -1.825 0.896 0.033
H -3.907 -1.195 3.941 0.037
H -4.111 2.636 2.995 0.077
H -0.520 -1.536 4.454 0.030
H 1.407 -4.811 -0.649 0.133
N 3.996 3.670 -1.849 -0.005
C 2.721 4.153 -1.889 0.058
H -2.197 -0.191 -2.618 0.099
H 6.125 3.662 0.016 0.130
O 0.212 5.172 -2.259 0.004
C 5.529 1.766 -1.991 -0.134
C 3.257 0.036 -2.075 0.088
H 5.945 4.860 -3.798 0.089
F 4.697 -1.764 -2.560 0.017
H -3.778 -2.853 3.547 0.065
C 6.720 2.657 -1.834 -0.151
C -5.366 0.838 -2.354 -0.020
H -3.433 3.212 -0.739 0.143
C -3.722 2.289 -1.278 -0.062
C -2.357 1.312 3.036 -0.553
C 0.980 -0.966 1.367 -0.132
O -0.700 3.616 -0.986 -0.103
N -6.848 3.886 -1.424 0.131
S -0.150 -2.997 -1.934 0.612
C -4.298 0.046 -2.749 -0.049
C -0.269 -4.660 -1.803 -0.886
C -2.779 -1.533 2.105 -0.528
C 3.106 1.432 -1.885 -0.034
H -1.072 -7.467 -0.437 0.128
H -4.440 -0.903 -3.263 0.103
H 1.987 -1.352 1.593 0.081
C 6.327 3.885 -1.044 -0.148
H -0.175 -2.762 3.250 0.039
H 7.082 3.007 -2.815 0.121
H -3.366 0.705 4.928 0.038
C -1.469 2.620 2.821 -0.099
C -5.043 2.047 -1.680 -0.221
N 0.700 -5.396 -1.133 -0.016
H 6.145 6.305 -2.732 0.075
H -1.589 -3.444 2.098 0.053
H 4.553 5.777 -3.460 0.081
C 5.659 0.411 -2.299 0.035
C 4.208 2.317 -1.871 -0.081
P -1.514 -0.061 2.032 0.781
C -3.243 -1.925 3.551 -0.088
C 1.774 1.964 -1.575 -0.253
H 1.173 -1.990 4.100 0.067
H 6.613 0.017 -2.535 0.111
```

# 4
# C36H50N5ORuSSi3

A molecular structure, C36H50N5ORuSSi3 in a non-equilibrium geometry (wB97M-V/def2-TZVPD, the Open Molecules 2025 dataset).

As for the net charge: +1. The expectation value of S² is 6.0421. The value obtained for the HOMO energy (alpha / beta) is -10.46 / -10.66 eV. As for the spin multiplicity: 5. Its energy is -3112.21283 Ha. The calculation puts the gap between HOMO and LUMO (alpha / beta) at 7.40 / 5.63 eV. As for the largest force on an atom: 1.80 eV Å⁻¹.

XYZ file:
```
97
Properties=species:S:1:pos:R:3:lowdin_charge:R:1
H -0.648 -0.414 -4.856 0.138
N -1.804 -2.005 -2.413 0.140
H 1.435 -1.545 4.376 0.022
Si 0.992 1.437 2.872 0.456
H -4.352 -4.821 -1.665 0.086
N 1.255 -2.457 -0.076 -0.082
H 3.151 2.528 -5.369 0.108
H -4.395 -3.357 -2.634 0.096
C 1.344 2.421 -4.224 -0.079
C -0.625 0.725 3.601 -0.172
H 4.605 -2.054 3.175 0.036
H 3.914 -3.805 1.421 0.110
C 0.873 0.287 -3.204 -0.268
C -1.486 -1.706 0.013 -0.205
C -0.896 -2.422 -5.154 -0.204
H -1.114 -3.428 -8.365 0.116
C -0.873 -1.221 -3.001 -0.373
C -0.600 -4.696 -6.726 -0.076
C -3.127 -3.265 -0.885 -0.201
O -2.467 1.154 -1.762 -0.491
H -0.110 -5.696 -4.893 0.103
C 1.879 2.638 -0.759 -0.162
C 2.357 -1.709 -3.642 -0.028
C 3.669 0.084 -0.949 -0.159
N 0.015 -0.497 -2.397 0.085
C -1.927 -2.021 1.292 -0.120
H 2.430 2.918 -1.650 0.035
H -2.986 -4.432 -2.696 0.079
H -0.511 -0.286 3.975 0.006
H -0.333 -3.697 -3.523 0.085
H 1.923 -3.086 3.708 0.040
C -0.958 -3.486 -7.298 -0.033
Si 2.852 1.339 0.238 0.443
Ru 0.259 -0.571 0.007 1.361
H -3.284 -3.166 2.493 0.109
C -3.522 -3.565 0.407 -0.034
H -0.482 -5.576 -7.337 0.106
H 4.990 -1.056 1.787 0.028
H 3.802 2.990 1.871 0.017
H 3.971 0.562 -1.875 0.034
C 2.286 1.497 4.287 -0.161
C 2.747 -4.809 -0.073 -0.016
H 0.030 -3.388 -1.452 0.085
H 0.135 3.752 3.192 0.037
H 3.429 -1.838 -3.529 0.089
H 0.458 -2.323 3.139 0.015
C 0.633 3.241 2.373 -0.171
H 1.072 3.450 -4.401 0.113
H 0.919 2.242 -1.073 -0.030
H 1.299 -5.488 -1.516 0.116
C -2.124 -2.292 -1.081 -0.224
H 2.467 0.523 4.730 0.015
C -0.536 -3.638 -4.580 -0.049
H 1.862 -2.136 -2.773 0.042
S -1.997 1.728 -0.503 0.865
H -2.471 -2.379 -3.076 0.135
H 4.883 1.619 1.720 0.020
C 2.505 1.900 -4.773 -0.069
C 0.531 1.616 -3.452 -0.059
H 3.712 0.163 -5.031 0.120
H -0.011 3.301 1.503 0.004
C 1.760 0.381 1.467 -0.507
C -0.398 -4.769 -5.360 -0.079
H 4.552 -0.367 -0.508 0.032
H 3.238 1.883 3.941 0.018
H -0.939 1.340 4.440 0.037
H -4.290 -4.305 0.568 0.117
C -2.950 -2.931 1.496 -0.065
C 4.225 2.281 1.170 -0.153
Si 2.487 -1.241 2.101 0.502
N -0.966 -1.250 -4.385 0.151
H -2.381 -0.615 -6.591 0.087
C 3.077 -3.743 0.746 -0.038
C -1.128 -2.343 -6.533 -0.211
C 1.628 -4.681 -0.883 -0.019
C 2.018 -0.259 -3.799 -0.232
H 4.836 2.837 0.468 0.038
C 2.824 0.569 -4.570 -0.041
H -0.394 1.999 -3.047 0.095
H 1.935 2.155 5.076 0.037
H 1.701 3.540 -0.189 0.026
H 1.546 3.786 2.160 0.020
C 1.477 -2.126 3.463 -0.152
C -1.556 -1.049 -7.152 -0.034
N -0.863 0.939 0.121 -0.530
H -1.873 -1.203 -8.180 0.084
C 0.922 -3.495 -0.853 -0.123
H 2.040 -2.273 -4.520 0.089
H -1.462 -1.547 2.150 0.066
H -1.426 0.734 2.867 0.006
C -3.744 -4.002 -2.041 -0.028
H 2.977 -0.718 -1.203 -0.011
C 2.312 -2.583 0.741 -0.295
H 4.472 -0.317 3.285 0.023
H -0.737 -0.330 -7.158 0.087
H 3.326 -5.720 -0.060 0.121
C 4.315 -1.163 2.628 -0.148
```

no.,M (g mol⁻¹)
1,1306.04
2,951.90
3,760.42
4,786.22